Below is a structure of composition C19H30AsN4NbO7S at a distorted geometry, with properties calculated with ωB97M-V/def2-TZVPD.

Calculated values
Energy   -113664.7767 eV
HOMO level (alpha / beta)   -19.22 / -18.37 eV
HOMO-LUMO gap (alpha / beta)   5.40 / 3.22 eV
Total charge   +4

Cartesian coordinates (Å):
Nb: 0.1398 0.5523 0.1980
C: 2.9963 2.0482 0.9005
O: 1.5628 2.0468 1.1463
C: 0.9226 3.3676 1.3429
C: -0.3724 2.9299 1.9704
O: -1.0233 2.1017 0.9672
C: -2.4760 2.2438 0.7803
H: 3.5516 2.4299 1.7774
H: 3.1733 2.7034 0.0325
H: 3.3015 1.0255 0.6893
H: 0.8058 3.8181 0.3555
H: 1.5334 3.9764 2.0193
H: -1.1294 3.6853 2.2177
H: -0.1504 2.3230 2.8532
H: -2.9273 2.2703 1.7844
H: -2.7670 1.3294 0.2349
H: -2.6488 3.1538 0.2303
O: -4.6419 1.0650 -5.2713
C: -3.9825 0.3115 -4.3068
O: -4.2802 -0.8588 -4.0979
C: -3.0095 1.0421 -3.5088
C: -2.6939 2.4083 -3.5671
N: -1.8690 2.7317 -2.5413
N: -1.5531 1.6186 -1.8228
C: -2.1637 0.5508 -2.3556
C: -1.5618 -0.6891 -1.8742
O: -1.3581 -1.7772 -2.4349
O: -1.2503 -0.5100 -0.5794
H: -4.2793 1.9881 -5.3155
H: -3.0003 3.1131 -4.3407
H: -1.4736 3.6485 -2.4161
N: -0.5518 -3.0778 0.3094
C: -0.0988 -2.5177 1.4159
S: 0.8783 -1.0436 1.6411
N: -0.1885 -3.3006 2.5347
C: -0.0693 -3.0231 3.9529
C: -0.9886 -2.2789 4.7232
C: -0.7747 -2.1430 6.1188
C: 0.2692 -2.8093 6.7367
C: 0.8811 -3.8607 6.0125
C: 0.8430 -3.8555 4.6234
H: -0.7404 -2.5448 -0.5552
H: -0.9573 -4.0057 0.3096
H: -0.2996 -4.3099 2.3972
H: -1.8258 -1.8273 4.1699
H: -1.4659 -1.5136 6.6685
H: 0.5510 -2.5448 7.7469
H: 1.3617 -4.6572 6.5122
H: 1.5017 -4.5449 4.0886
C: 2.2098 -2.0904 -2.9516
As: 2.3288 -0.1407 -2.8182
C: 4.1087 0.6322 -2.8191
C: 1.1513 0.7059 -4.1654
O: 1.5189 0.5267 -1.1175
H: 3.0709 -2.4902 -3.5210
H: 1.2556 -2.4273 -3.4177
H: 2.3074 -2.5040 -1.9416
H: 4.4897 0.6152 -3.8413
H: 4.8148 0.0890 -2.1572
H: 4.1092 1.6753 -2.5066
H: 1.7815 0.9328 -5.0218
H: 0.8199 1.6602 -3.7342
H: 0.3330 0.0259 -4.4609